{"formula": "C20H14BrF6N5O6S6SbTi", "method": "wB97M-V/def2-TZVPD", "species": ["Ti", "O", "C", "C", "C", "C", "C", "C", "C", "O", "N", "N", "C", "C", "C", "C", "C", "C", "N", "H", "H", "H", "H", "H", "H", "H", "H", "H", "H", "F", "C", "F", "F", "S", "O", "O", "N", "S", "O", "O", "C", "F", "F", "F", "S", "Sb", "S", "S", "S", "Br", "C", "C", "C", "C", "N", "C", "H", "H", "H", "H"], "coordinates": [[0.262418, -0.662120, 0.855233], [-3.654767, -2.317511, -2.402347], [-3.843602, -0.985193, -2.303182], [-4.843727, -0.394894, -3.065802], [-5.091931, 0.966265, -2.982867], [-4.338279, 1.764124, -2.134687], [-3.333135, 1.192436, -1.385467], [-3.060691, -0.177005, -1.454846], [-1.937634, -0.706874, -0.702229], [-1.206867, 0.087863, 0.019853], [-1.620338, -1.987907, -0.774820], [-0.499364, -2.207346, -0.073325], [0.118415, -3.386121, -0.047191], [1.386644, -3.356474, 0.529355], [2.193424, -4.494720, 0.783070], [3.410624, -4.348089, 1.372708], [3.851496, -3.048715, 1.710243], [3.026574, -1.984732, 1.450584], [1.825049, -2.085157, 0.876532], [-2.888728, -2.544382, -1.818772], [-5.423644, -1.030842, -3.720600], [-5.871005, 1.406640, -3.590117], [-4.529087, 2.824566, -2.054092], [-2.721653, 1.786665, -0.721843], [-0.334906, -4.273372, -0.480240], [1.796261, -5.463602, 0.517170], [4.027875, -5.205200, 1.606529], [4.805417, -2.889730, 2.186214], [3.334637, -0.987379, 1.749684], [3.894550, 2.558604, -1.685954], [2.761088, 2.418207, -0.987707], [1.797002, 2.075600, -1.860244], [2.450347, 3.606307, -0.511146], [2.964733, 0.927031, 0.157895], [1.671601, 0.734093, 0.766581], [4.053361, 1.219647, 1.017553], [3.369438, -0.149189, -0.906179], [2.263582, -0.924038, -1.712725], [2.533215, -2.312636, -1.867729], [0.933369, -0.472991, -1.432527], [2.580623, -0.284822, -3.499129], [1.475954, 0.217425, -4.054722], [3.521544, 0.662738, -3.565808], [2.995257, -1.280108, -4.295496], [1.760555, 3.680652, 2.465267], [2.111227, 1.640439, 3.508349], [0.750485, -0.853710, 3.193082], [-1.075167, -1.563017, 2.626468], [1.015217, 2.119174, 5.494516], [-1.693415, 4.884543, -0.118264], [-1.629010, 3.544573, 1.206370], [-2.515746, 3.580801, 2.267621], [-2.412016, 2.580047, 3.214496], [-1.451378, 1.592066, 3.041224], [-0.638151, 1.548465, 1.996694], [-0.697110, 2.527725, 1.104043], [-3.254295, 4.365875, 2.347059], [-3.051871, 2.566128, 4.081352], [-1.331342, 0.814627, 3.783028], [0.006876, 2.484547, 0.281285]], "forces_ev_per_a": [[0.1894, -0.0219, 3.8603], [-0.1548, 0.1976, -0.1034], [0.2127, -0.0808, 0.2110], [-0.1969, 0.0355, -0.0959], [0.0765, -0.1924, -0.0175], [-0.0916, 0.1701, 0.0166], [0.1862, -0.3001, 0.1259], [-0.4123, 0.2816, -0.3055], [0.5288, -1.2499, 0.0074], [-1.7599, 0.6092, -1.5279], [-1.2899, 0.5322, -0.6136], [0.5909, -1.4964, -0.5768], [-0.7118, 0.1164, -0.4023], [0.4381, 0.2118, 0.3697], [-0.3209, 0.1358, -0.1119], [0.0378, 0.2330, 0.0436], [-0.1425, -0.0026, -0.1239], [0.5638, 0.0449, 0.4763], [-0.3181, -1.5492, -0.5249], [0.1591, -0.0509, 0.0335], [-0.0302, -0.0324, -0.0362], [-0.0782, -0.0005, -0.0376], [-0.0015, 0.0678, -0.0267], [0.0247, 0.0888, 0.0220], [0.0644, 0.1220, 0.0295], [0.0118, -0.0977, -0.0170], [0.0059, -0.0714, -0.0612], [0.0552, 0.0895, 0.0299], [-0.0064, -0.2263, 0.1023], [0.2469, -0.1663, 0.2378], [-0.1981, 0.3739, -0.3637], [-0.1729, -0.0147, -0.0603], [0.0955, -0.4950, 0.3209], [1.6686, 1.9671, -1.2301], [0.0718, 0.4835, -0.1710], [0.2706, -0.1620, -0.0432], [-0.1471, -0.3848, 0.2295], [1.0468, 0.1274, -2.0526], [0.2048, -0.1365, 0.0714], [-0.7226, 0.0576, 0.0451], [0.1110, 0.1516, -0.2221], [-0.2005, -0.0789, 0.2778], [-0.0176, -0.0935, 0.2734], [-0.0615, -0.2129, 0.2611], [0.5013, -0.3101, -0.0495], [-0.3946, 1.5141, 1.6022], [0.2064, -0.0188, 0.7112], [-0.0244, -0.1582, -0.3154], [0.3462, -0.3895, -0.0045], [0.0311, 0.1782, -0.2158], [0.0212, -0.1684, -0.0053], [0.0989, -0.1828, 0.0170], [0.1227, 0.1375, -0.1549], [-0.0010, -0.0188, 0.2356], [-0.4118, 0.0458, -0.1853], [-0.1641, 0.2889, -0.0291], [0.0034, 0.0536, 0.0018], [-0.0368, -0.0212, 0.1179], [0.0623, -0.0304, -0.0727], [-0.1867, 0.0997, 0.0268]], "mulliken_charge": [-0.1723, -0.7257, 0.3732, -0.6720, -0.2718, -0.8507, -0.2436, -0.5578, 1.0208, 0.0940, -1.5100, 0.9694, -0.9505, 0.9342, -1.3346, -0.4426, -1.0683, 0.2905, 1.2562, 0.6425, 0.4063, 0.3553, 0.4371, 0.4302, 0.3265, 0.4410, 0.3893, 0.4636, 0.3574, -0.2460, 0.4134, -0.2167, -0.2032, 1.1533, -0.3296, -0.5724, -0.4828, 1.0793, -0.6553, -0.4375, 0.5231, -0.2416, -0.2416, -0.2428, -0.6948, 0.5144, -0.2280, -0.4624, -0.7281, -0.2103, -0.3156, -0.1495, -1.2425, -0.3323, 1.0660, -0.4259, 0.4203, 0.4094, 0.4661, 0.2260], "s_squared": 0.769, "homo_ev": [-1.203, -1.204], "gap_ev": [5.29, 4.99], "de_lowest_kj_mol": 246.69, "total_energy_ha": -8148.0168, "e_lumo_ev": [4.09, 3.79], "multiplicity": 2, "charge": -2}